[1]
ORCA calculation (ωB97M-V/def2-TZVPD) on a 11-piece molecular cluster, C4H26O12 overall in a non-equilibrium geometry.

Summary:
SMILES: O=CCCC=O.O.O.O.O.O.O.O.O.O.O

Geometry (Å):
O1 -0.62731 -1.07239 -2.92111
C1 0.03565 -1.17581 -1.92016
C2 0.18288 -0.07862 -0.81669
C3 -0.78977 1.18670 -0.60922
C4 -1.61116 1.31230 0.66924
O2 -1.78402 0.57790 1.68582
H1 0.74182 -2.07073 -1.75722
H2 0.48578 -0.55708 0.20983
H3 1.20990 0.39098 -1.19767
H4 -1.61618 1.29670 -1.35179
H5 -0.13591 2.14748 -0.87019
H6 -2.22616 2.30375 0.53047
O3 1.64651 -2.93588 -0.10022
H7 1.70246 -3.86276 -0.61780
H8 1.63463 -3.15973 0.86338
O4 1.23045 -1.67543 2.99735
H9 0.43634 -1.12568 2.75008
H10 0.96895 -1.55526 3.97812
O5 -0.27588 1.37572 -2.74540
H11 -1.10464 0.93337 -3.09058
H12 0.37789 1.73096 -3.34082
O6 2.84170 -0.60990 0.44155
H13 2.85170 -1.51600 0.08489
H14 3.40808 -0.76015 1.27336
O7 1.35379 2.52551 2.60131
H15 1.60283 2.37959 1.63498
H16 1.65568 3.31970 2.88898
O8 -0.86754 -2.56359 0.77537
H17 -0.23141 -1.87127 0.86734
H18 -1.31047 -2.65528 1.62572
O9 -3.94812 -0.06846 -1.15151
H19 -3.11042 -0.32212 -1.63459
H20 -4.32265 -0.95920 -1.08310
O10 -4.16359 -1.15908 1.18504
H21 -4.54863 -0.23778 0.86930
H22 -3.16471 -1.10382 1.24213
O11 3.97382 1.59815 -0.97449
H23 3.83906 1.03347 -0.23586
H24 4.22184 1.07659 -1.79114
O12 1.47166 3.02222 0.10130
H25 2.13676 2.53261 -0.28608
H26 0.78004 3.02605 -0.66096

=====

[2]
ORCA calculation (ωB97M-V/def2-TZVPD) on a 9-piece molecular cluster, C4H27N2O9 overall in a non-equilibrium geometry.

Summary:
Net charge: -1

Geometry (Å):
C1 -0.10308 2.09819 0.84229
C2 -1.30825 2.97196 1.16815
C3 -2.35730 2.23065 2.03847
O1 -3.67593 2.05920 1.46303
N1 0.03372 2.08274 -0.64227
C4 1.37145 1.42190 -0.90970
N2 1.22490 0.32233 -1.86619
H1 0.80418 2.57220 1.29468
H2 -0.28769 1.13130 1.30084
H3 -1.14398 3.91279 1.61012
H4 -1.83645 3.22325 0.22290
H5 -2.05143 1.18681 2.07989
H6 -2.46620 2.61912 3.05786
H7 -0.63105 1.44447 -1.05588
H8 2.02375 2.20535 -1.25225
H9 1.81846 0.99289 -0.01083
H10 0.42987 -0.33425 -1.80894
H11 1.99176 -0.36738 -1.79054
H12 4.28120 -0.45205 0.35390
H13 4.14744 0.79385 -0.46213
O2 4.64025 -0.03184 -0.47099
H14 -2.67261 1.79048 -2.72794
H15 -3.54476 1.09199 -1.68529
O3 -3.54567 1.41597 -2.58983
H16 0.16196 -2.77257 1.89834
H17 -0.25065 -4.21734 1.75723
O4 -0.59461 -3.35023 2.03439
H18 0.80403 -0.58748 1.03671
H19 0.08976 -1.93849 -0.13610
O5 1.13169 -1.41017 0.66236
H20 -2.51271 -1.12597 -2.21470
H21 -2.21266 -1.38469 -0.65951
O6 -2.66818 -0.83094 -1.31943
H22 2.52083 -1.45119 1.31064
H23 3.73938 -2.36316 1.41691
O7 3.51557 -1.42477 1.55492
H24 -3.71388 1.23894 0.91646
H25 -0.80966 -3.30747 -0.34030
O8 -0.59306 -2.47979 -0.77744
H26 1.26313 -2.56302 -1.14077
H27 1.14899 -3.38736 -2.36693
O9 1.83750 -3.02622 -1.79215

=====

LUMO in eV, matching the order above: -0.02, 2.94
HOMO energy in eV, matching the order above: -9.8, -5.9
Relative energy (zero: lowest compared OMol25 entry of this formula, charge and spin) in kJ/mol, matching the order above: 548.4, 182.4